Version a
{"formula": "C6H9NO2", "method": "wB97M-V/def2-TZVPD", "elements": ["C", "C", "C", "O", "C", "C", "O", "N", "C", "H", "H", "H", "H", "H", "H", "H", "H", "H"], "coordinates": [[-3.278, -0.874, -1.095], [-2.082, -0.930, -0.991], [-0.657, -1.035, -0.804], [-0.035, -2.040, -1.084], [-0.116, 0.120, 0.066], [-0.044, -0.390, 1.506], [-0.891, 1.276, 0.042], [1.152, 0.341, -0.716], [2.197, 1.021, 0.032], [-4.330, -0.827, -1.107], [-1.046, -0.682, 1.815], [0.347, 0.397, 2.144], [0.610, -1.257, 1.566], [-0.780, 1.693, -0.823], [1.553, -0.467, -1.181], [1.775, 1.922, 0.478], [2.973, 1.324, -0.669], [2.651, 0.408, 0.821]], "lowdin_charge": [0.176, -0.019, -0.362, 0.114, -0.552, 0.014, 0.018, -0.039, -0.122, 0.034, 0.094, 0.088, 0.095, 0.118, 0.105, 0.082, 0.078, 0.078], "orbital_gap_ev": 9.376, "smiles": "C#CC(=O)[C@](C)(O)NC", "e_homo_ev": -9.31}

---

Version b
{"formula": "C6H9NO2", "method": "wB97M-V/def2-TZVPD", "elements": ["C", "N", "C", "C", "C", "O", "C", "O", "C", "H", "H", "H", "H", "H", "H", "H", "H", "H"], "coordinates": [[-2.044, -0.946, -0.019], [-1.521, -0.010, -0.939], [-0.088, 0.227, -0.884], [0.886, 0.606, -1.944], [2.151, 0.790, -1.432], [2.155, 0.183, -0.213], [0.820, -0.013, 0.110], [0.642, -0.585, 1.301], [0.479, 0.259, 2.389], [-2.966, -1.554, -0.669], [-2.534, -0.315, 0.877], [-1.354, -1.812, 0.411], [-1.703, -0.267, -1.930], [0.539, 0.964, -2.954], [3.016, 0.836, -2.124], [1.548, 0.740, 2.623], [-0.102, 1.217, 2.165], [0.075, -0.321, 3.234]], "lowdin_charge": [-0.184, -0.084, -0.155, -0.025, -0.128, 0.056, -0.345, -0.089, -0.097, 0.138, 0.105, 0.107, 0.125, 0.117, 0.128, 0.127, 0.111, 0.091], "orbital_gap_ev": 8.919, "smiles": "CNc1ccoc1OC", "e_homo_ev": -8.03}

---

Version c
{"formula": "C6H9NO2", "method": "wB97M-V/def2-TZVPD", "elements": ["C", "N", "C", "C", "C", "C", "O", "C", "O", "H", "H", "H", "H", "H", "H", "H", "H", "H"], "coordinates": [[1.854, -0.790, 0.133], [0.881, 0.253, 0.458], [1.409, 1.499, -0.159], [-0.427, -0.188, 0.122], [-0.982, -1.491, 0.044], [-2.315, -1.437, -0.028], [-2.728, -0.099, 0.000], [-1.593, 0.637, 0.105], [-1.770, 1.969, -0.028], [1.687, -1.750, 0.523], [2.166, -0.775, -0.939], [2.818, -0.545, 0.536], [2.466, 1.448, -0.117], [1.425, 1.391, -1.272], [1.110, 2.478, 0.260], [-0.319, -2.418, 0.104], [-3.046, -2.180, -0.220], [-2.635, 1.996, 0.476]], "lowdin_charge": [-0.114, -0.162, -0.075, -0.177, -0.047, -0.101, 0.047, -0.326, 0.086, 0.059, 0.103, 0.073, 0.049, 0.102, 0.097, 0.134, 0.106, 0.148], "orbital_gap_ev": 8.107, "smiles": "CN(C)c1ccoc1O", "e_homo_ev": -7.27}

---

Stability, highest: version c

---

Version a
{"formula": "C2H4N2S2", "method": "wB97M-V/def2-TZVPD", "elements": ["C", "N", "S", "S", "H", "H", "H", "C", "N", "H"], "coordinates": [[-0.012, -0.251, 1.083], [-0.602, 0.906, 1.028], [-2.049, 1.439, 1.490], [0.425, 2.072, 0.041], [0.899, -0.366, 0.503], [-0.599, -1.071, 1.503], [-0.628, 3.019, 0.120], [0.784, -1.946, -2.010], [0.568, -2.385, -0.985], [1.214, -1.417, -2.774]], "lowdin_charge": [-0.155, -1.063, 0.486, 0.661, 0.030, 0.088, -0.115, -0.045, 0.078, 0.035], "orbital_gap_ev": 8.185, "smiles": "C=[N+]([S-])S.C#N", "e_homo_ev": -8.23}

---

Version b
{"formula": "C2H4N2S2", "method": "wB97M-V/def2-TZVPD", "elements": ["H", "N", "C", "N", "S", "C", "S", "H", "H", "H"], "coordinates": [[0.952, -2.173, 0.782], [0.436, -1.458, 0.126], [0.302, -0.221, 0.501], [0.873, 0.365, 1.627], [-0.436, 1.224, -0.478], [-1.008, 0.386, -1.965], [-0.921, 1.382, -3.304], [0.456, 1.388, 1.838], [0.295, -0.258, 2.497], [-0.950, -0.635, -1.624]], "lowdin_charge": [0.104, 0.041, -0.788, -0.053, 0.802, -0.936, 0.556, 0.094, 0.194, -0.014], "orbital_gap_ev": 7.986, "smiles": "[H]/N=C(\\N)SC=S", "e_homo_ev": -8.81}

---

Stability, highest: version b

---

Version a
{"formula": "C2H4N2S2", "method": "wB97M-V/def2-TZVPD", "elements": ["N", "N", "C", "S", "C", "S", "H", "H", "H", "H"], "coordinates": [[1.044, 1.091, -0.338], [1.567, -0.056, 0.215], [0.835, -1.069, 0.302], [-0.718, -1.250, -0.456], [-1.711, -0.060, 0.323], [-3.228, 0.070, -0.042], [0.250, 0.958, -1.047], [1.767, 1.685, -0.655], [1.348, -1.970, 0.724], [-1.153, 0.600, 0.975]], "lowdin_charge": [-0.015, -0.097, -0.547, 0.864, -1.118, 0.654, 0.090, 0.066, 0.085, 0.019], "orbital_gap_ev": 8.590, "smiles": "N/N=C\\SC=S", "e_homo_ev": -8.93}

---

Version b
{"formula": "C2H4N2S2", "method": "wB97M-V/def2-TZVPD", "elements": ["C", "C", "N", "N", "S", "S", "H", "H", "H", "H"], "coordinates": [[1.990, 2.095, -1.995], [-1.238, -0.140, 1.104], [3.015, 2.294, 0.135], [2.508, 1.918, -0.918], [1.331, 1.916, -3.410], [0.303, 0.290, 0.229], [-1.255, -0.093, 2.217], [-1.664, -0.896, 0.556], [-1.876, 0.744, 0.805], [3.481, 1.474, 0.639]], "lowdin_charge": [-0.763, -0.528, 0.077, -0.213, 0.686, 0.593, 0.044, -0.030, 0.041, 0.091], "orbital_gap_ev": [7.430, 6.488], "e_homo_ev": [-8.84, -8.39]}

---

Version c
{"formula": "C2H4N2S2", "method": "wB97M-V/def2-TZVPD", "elements": ["N", "N", "C", "C", "S", "S", "H", "H", "H", "H"], "coordinates": [[-1.366, 0.174, -0.647], [-0.985, -0.999, -0.009], [0.243, -1.011, 0.458], [1.374, -0.096, 0.052], [2.886, -0.239, -0.348], [0.706, 1.660, 0.149], [-0.704, 1.011, -1.132], [-2.325, 0.247, -1.132], [0.406, -1.854, 1.345], [-0.235, 1.106, 1.262]], "lowdin_charge": [-0.166, -0.052, -0.328, -1.160, 0.699, 0.646, 0.055, 0.111, 0.159, 0.035], "orbital_gap_ev": 8.091, "smiles": "N/N=C\\C(=S)S", "e_homo_ev": -8.95}

---

Stability, highest: version a